(1)
ORCA calculation (the ωB97M-V functional and the def2-TZVPD basis) on a molecular structure, C4HO4 at a distorted geometry.

ORCA input file:
```
! wB97M-V def2-TZVPD RIJCOSX def2/J DEFGRID3
* xyz -1 1
C 0.622 -0.602 0.066
C 1.095 0.732 -0.186
C -0.473 -0.971 -0.818
C -0.410 0.076 0.959
O 1.939 1.171 -0.924
O -0.816 -1.431 -1.883
O 0.179 1.357 0.788
O -1.465 -0.367 0.048
H -0.671 0.037 1.950
*
```

As for the HOMO energy: -3.9 eV. The value obtained for the energy above the lowest of the compared OMol25 structures with the same formula, charge and spin is 30.0 kcal/mol. For the LUMO energy, the calculation gives 4.169 eV. The HOMO-LUMO gap comes out at 8.075 eV.

(2)
ORCA calculation (the ωB97M-V functional and the def2-TZVPD basis) on a molecular structure, C14H28Cl2FeNOP2 at a distorted geometry.

ORCA input file:
```
! wB97M-V def2-TZVPD RIJCOSX def2/J DEFGRID3
* xyz 2 6
C -0.106 0.924 -4.632
C -0.277 1.007 -3.173
H 0.667 1.528 -5.118
H -1.088 1.184 -5.055
H 0.151 -0.122 -4.836
O 0.231 1.768 -2.407
Cl -1.008 -0.432 -2.686
Fe -0.275 -0.892 1.453
P -2.209 1.144 -0.247
C -2.075 2.823 0.536
C -2.990 1.748 -1.825
H -3.904 2.320 -1.715
H -4.607 1.091 0.412
H -3.211 0.897 -2.475
H -3.972 -0.502 -0.156
H -1.329 3.400 -0.028
H -2.262 2.345 -2.381
C -3.753 0.399 0.440
H -3.017 3.379 0.546
H -3.555 0.070 1.472
H -1.704 2.741 1.565
P 1.145 -1.941 -0.890
C 2.880 -1.887 -0.253
C 0.618 -3.701 -0.659
H 0.626 -2.192 -3.300
H 2.243 -2.799 -2.985
H 1.949 -1.074 -3.053
C 1.530 -2.025 -2.705
H -0.375 -3.803 -1.122
H 1.305 -4.432 -1.113
H 3.516 -2.719 -0.568
H 2.859 -1.854 0.843
H 0.508 -3.898 0.417
H 3.347 -0.953 -0.589
Cl -1.465 -2.439 2.425
N 0.941 0.851 0.873
C 1.226 0.848 2.285
C 0.139 0.849 3.168
C 0.415 0.582 4.554
C 1.703 0.235 4.955
C 2.765 0.262 4.064
C 2.541 0.582 2.712
H 0.444 1.661 0.470
H 1.728 0.626 0.270
H -0.882 1.137 2.849
H -0.407 0.647 5.276
H 1.873 -0.044 6.011
H 3.773 0.052 4.385
H 3.348 0.608 1.991
*
```

As for the HOMO energy (spin up / spin down): -15.2 / -15.5 eV. The value obtained for the energy above the lowest of the compared OMol25 structures with the same formula, charge and spin is 0.0 kcal/mol. For the LUMO energy (spin up / spin down), the calculation gives -6.009 / -10.498 eV. The HOMO-LUMO gap (spin up / spin down) comes out at 9.163 / 4.998 eV.

(3)
ORCA calculation (the ωB97M-V functional and the def2-TZVPD basis) on a single C4H5NOS2 molecule at a distorted geometry.

ORCA input file:
```
! wB97M-V def2-TZVPD RIJCOSX def2/J DEFGRID3
* xyz 0 1
C 0.887 -1.298 -0.804
C -0.679 0.756 1.106
C 1.064 -2.461 -0.505
C 0.709 0.174 -0.858
N 0.436 0.782 0.431
O -0.031 0.779 -1.894
S -0.657 1.171 2.678
S -2.232 0.725 0.290
H -2.753 0.926 1.417
H 1.173 -3.470 -0.243
H 1.820 0.679 -0.946
H 1.211 0.812 1.089
H -0.947 0.425 -1.762
*
```

As for the HOMO energy: -8.7 eV. The value obtained for the energy above the lowest of the compared OMol25 structures with the same formula, charge and spin is 76.0 kcal/mol. The structure (SMILES) is C#C[C@@H](O)NC(=S)S. For the LUMO energy, the calculation gives 0.206 eV. The HOMO-LUMO gap comes out at 8.904 eV.

(4)
ORCA calculation (the ωB97M-V functional and the def2-TZVPD basis) on 2 unconnected molecules or ions with the total composition C4H7NOS at a distorted geometry.

ORCA input file:
```
! wB97M-V def2-TZVPD RIJCOSX def2/J DEFGRID3
* xyz 0 1
C -0.464 -0.147 -0.461
C 0.261 0.533 -1.309
C -3.788 0.290 -0.032
C 1.353 1.495 0.948
N -4.057 -0.822 -0.435
O -3.503 1.326 0.437
S 1.697 1.374 -0.887
H -0.121 -0.325 0.603
H -1.520 -0.496 -0.737
H 0.329 1.863 0.858
H 2.165 2.208 1.175
H 1.398 0.427 1.423
H -4.281 -1.258 -1.365
H 0.183 0.644 -2.444
*
```

As for the HOMO energy: -8.3 eV. The value obtained for the energy above the lowest of the compared OMol25 structures with the same formula, charge and spin is 45.6 kcal/mol. The structure (SMILES) is C=CSC.N=C=O. For the LUMO energy, the calculation gives 0.680 eV. The HOMO-LUMO gap comes out at 8.969 eV.

(5)
ORCA calculation (the ωB97M-V functional and the def2-TZVPD basis) on a single C5H6O molecule.

ORCA input file:
```
! wB97M-V def2-TZVPD RIJCOSX def2/J DEFGRID3
* xyz 0 1
C -2.673 -0.137 0.089
C -1.228 0.084 0.021
C -0.039 0.264 -0.074
C 1.369 0.517 -0.314
C 2.446 -0.291 0.272
O 2.068 -0.458 -1.080
H -3.019 -0.653 -0.813
H -2.949 -0.747 0.954
H -3.210 0.814 0.157
H 1.612 1.548 -0.575
H 2.199 -1.110 0.946
H 3.424 0.169 0.419
*
```

As for the HOMO energy: -9.5 eV. The value obtained for the energy above the lowest of the compared OMol25 structures with the same formula, charge and spin is 60.7 kcal/mol. The structure (SMILES) is CC#C[C@H]1CO1. For the LUMO energy, the calculation gives 1.017 eV. The HOMO-LUMO gap comes out at 10.544 eV.

(6)
ORCA calculation (the ωB97M-V functional and the def2-TZVPD basis) on a molecular structure, C15H44AgN7O6 at a distorted geometry.

ORCA input file:
```
! wB97M-V def2-TZVPD RIJCOSX def2/J DEFGRID3
* xyz 0 1
Ag -1.037 2.089 -3.819
C -0.983 0.344 -0.456
O -0.764 0.650 -1.815
H -0.049 0.364 0.106
H -1.571 1.073 0.101
H -1.184 -0.717 -0.312
C 4.204 0.156 0.811
C 3.397 -0.037 2.050
C 2.236 0.940 2.164
O 1.248 0.431 3.109
C 0.435 1.536 3.341
N 2.891 -1.397 1.809
H 3.753 -0.077 -0.154
H 5.151 -0.379 0.746
H 4.455 1.209 0.687
H 3.957 0.055 2.980
H 1.636 0.975 1.255
H 2.601 1.955 2.319
H -0.284 1.650 2.529
H 0.904 2.518 3.410
H -0.176 1.371 4.228
H 3.699 -2.003 1.798
H 2.142 -1.742 2.391
C -1.294 -4.365 1.550
C -1.455 -3.016 2.190
C -2.163 -3.058 3.541
O -3.578 -3.274 3.476
C -4.234 -3.880 4.585
N -0.091 -2.572 2.495
H -2.136 -4.863 1.070
H -0.869 -5.099 2.234
H -0.621 -4.368 0.692
H -1.976 -2.353 1.499
H -1.999 -2.110 4.053
H -1.765 -3.953 4.018
H -3.919 -3.386 5.504
H -3.788 -4.873 4.542
H -5.319 -3.925 4.491
H 0.509 -2.440 1.694
H -0.131 -1.588 2.717
C -0.018 6.388 -2.529
C 0.292 4.882 -2.824
C 0.329 4.015 -1.497
O 1.177 4.569 -0.461
C 1.609 3.652 0.611
N -0.789 4.396 -3.667
H 0.715 6.835 -1.858
H -0.961 6.497 -1.993
H -0.013 6.884 -3.500
H 1.229 4.671 -3.339
H 0.358 2.980 -1.836
H -0.680 4.007 -1.084
H 0.810 3.010 0.980
H 2.181 4.159 1.389
H 2.316 3.004 0.093
H -1.662 4.432 -3.161
H -0.894 5.103 -4.381
C -2.037 -1.939 -4.427
O -0.877 -1.702 -4.760
N -2.523 -1.634 -3.261
N -3.054 -2.367 -5.138
H -1.923 -1.132 -2.621
H -3.508 -1.654 -3.039
H -3.011 -2.600 -6.120
H -3.898 -2.567 -4.620
C 2.024 -2.231 -1.953
O 2.983 -2.865 -1.667
N 1.726 -1.233 -1.281
N 1.237 -2.455 -3.010
H 0.880 -0.693 -1.393
H 2.267 -1.257 -0.428
H 0.488 -1.798 -3.175
H 1.395 -3.195 -3.679
*
```

As for the HOMO energy: -7.9 eV. The value obtained for the energy above the lowest of the compared OMol25 structures with the same formula, charge and spin is 84.1 kcal/mol. For the LUMO energy, the calculation gives -0.900 eV. The HOMO-LUMO gap comes out at 7.010 eV.

(7)
ORCA calculation (the ωB97M-V functional and the def2-TZVPD basis) on a molecular structure, C3H2O4Zn at a distorted geometry.

ORCA input file:
```
! wB97M-V def2-TZVPD RIJCOSX def2/J DEFGRID3
* xyz 0 1
H -1.424 -1.225 0.934
C -1.572 -0.454 -0.047
C -0.250 -1.067 -0.226
O 0.597 -0.062 -0.402
C 1.951 0.233 0.120
O 2.715 -0.658 0.357
O 1.968 1.488 0.189
Zn -0.048 1.780 -0.251
O -1.667 0.899 0.090
H -2.269 -0.935 -0.765
*
```

As for the HOMO energy: -9.0 eV. For the LUMO energy, the calculation gives -2.092 eV. The HOMO-LUMO gap comes out at 6.873 eV.

(8)
ORCA calculation (the ωB97M-V functional and the def2-TZVPD basis) on 3 unconnected molecules or ions with the total composition H6O3 at a distorted geometry.

ORCA input file:
```
! wB97M-V def2-TZVPD RIJCOSX def2/J DEFGRID3
* xyz 0 1
O -0.285 0.425 1.688
H -0.644 0.490 2.532
H -0.584 -0.392 1.267
O 1.182 0.751 -0.575
H 0.794 0.747 0.272
H 1.634 -0.059 -0.706
O -1.004 -0.638 -1.356
H -0.358 0.033 -1.233
H -0.733 -1.356 -1.885
*
```

As for the HOMO energy: -11.2 eV. The value obtained for the energy above the lowest of the compared OMol25 structures with the same formula, charge and spin is 11.0 kcal/mol. The structure (SMILES) is O.O.O. For the LUMO energy, the calculation gives 0.738 eV. The HOMO-LUMO gap comes out at 11.908 eV.